ORCA calculation (ωB97M-V with the def2-TZVPD basis set) on a 9-piece molecular cluster, C27H51Br17N2O4P overall at a distorted geometry.

The calculation puts the max |F| at 3.23 eV/Å. The charge is +1. The value obtained for the HOMO energy is -11.30 eV. The value obtained for the LUMO energy is -4.24 eV.

```
102
C27H51Br17N2O4P ωB97M-V with the def2-TZVPD basis set
C 5.889 -5.306 0.694
C 6.106 -3.876 1.246
O 5.103 -2.993 0.780
C 5.432 -2.344 -0.430
C 4.867 -3.089 -1.659
O 3.570 -3.593 -1.441
C 3.423 -4.804 -2.154
C 2.272 -5.677 -1.693
O 0.993 -5.221 -2.151
C -0.022 -5.952 -1.470
C -0.802 -5.032 -0.552
C -0.669 -5.138 0.849
N -1.282 -4.461 1.786
N -2.070 -3.562 1.256
C -2.277 -3.303 -0.005
P -3.453 -1.882 -0.389
O -4.834 -2.598 -0.914
Br -2.516 -0.920 -2.199
C -1.662 -4.045 -1.027
H 4.843 -5.472 0.434
H 6.483 -5.466 -0.213
H 6.228 -6.062 1.405
H 6.015 -3.896 2.333
H 7.115 -3.567 0.957
H 5.012 -1.323 -0.381
H 6.510 -2.222 -0.580
H 4.903 -2.374 -2.494
H 5.583 -3.882 -1.908
H 4.319 -5.408 -1.950
H 3.361 -4.603 -3.231
H 2.444 -6.643 -2.190
H 2.312 -5.821 -0.612
H -0.680 -6.315 -2.266
H 0.398 -6.811 -0.947
H 0.019 -5.890 1.200
H -2.580 -2.994 1.929
H -5.413 -1.889 -1.224
H -1.844 -3.851 -2.073
Br 0.801 2.503 -0.235
C 1.152 1.332 1.274
C 1.526 -0.054 0.821
Br -0.044 -1.049 0.228
H 0.264 1.352 1.900
H 1.980 1.792 1.808
H 1.937 -0.631 1.647
H 2.229 -0.062 -0.006
Br 6.167 0.906 -1.089
C 6.630 1.905 -2.703
C 5.419 2.221 -3.531
Br 4.803 0.657 -4.515
H 7.365 1.312 -3.236
H 7.098 2.821 -2.346
H 5.662 2.960 -4.291
H 4.583 2.571 -2.941
Br -2.553 1.337 0.674
C -3.910 2.734 0.724
C -3.314 4.085 0.437
Br -2.353 4.769 1.986
H -4.388 2.674 1.697
H -4.630 2.460 -0.045
H -4.096 4.817 0.241
H -2.615 4.077 -0.392
Br 2.030 -4.466 1.660
C 1.533 -4.470 3.545
C 2.664 -4.967 4.402
Br 2.831 -6.902 4.293
H 0.634 -5.072 3.637
H 1.297 -3.434 3.779
H 2.470 -4.753 5.450
H 3.625 -4.549 4.120
Br -7.791 4.067 -0.337
C -8.350 4.122 1.530
C -7.242 3.691 2.448
Br -7.023 1.752 2.429
H -9.235 3.504 1.611
H -8.618 5.160 1.716
H -7.479 3.941 3.479
H -6.280 4.122 2.187
Br -10.899 3.197 3.973
C -12.223 4.612 4.168
C -12.150 5.596 3.032
Br -10.635 6.804 3.230
H -12.055 5.068 5.138
H -13.184 4.103 4.171
H -13.027 6.239 3.027
H -12.049 5.119 2.063
Br -5.592 7.323 0.079
C -6.395 7.171 -1.688
C -5.529 7.805 -2.743
Br -5.662 9.745 -2.705
H -7.383 7.613 -1.624
H -6.492 6.103 -1.864
H -5.865 7.515 -3.736
H -4.478 7.559 -2.633
Br 10.108 4.063 -2.030
C 10.526 2.188 -2.338
C 11.111 1.967 -3.708
Br 9.738 2.029 -5.087
H 9.609 1.631 -2.174
H 11.248 1.926 -1.568
H 11.545 0.972 -3.780
H 11.859 2.705 -3.977
```

Atomic partial charges in e from the Mulliken method, atoms 1 to 4: -0.7082 -0.4219 -0.3505 -0.0727

***

ORCA calculation (ωB97M-V with the def2-TZVPD basis set) on C22H18F12N3O2ReS as an isolated structure at a distorted geometry.

As for the spin multiplicity: 4. The calculation puts the max |F| at 1.29 eV/Å. The charge is +1. The value obtained for the HOMO energy (spin up / spin down) is -11.37 / -11.55 eV. The value obtained for the LUMO energy (spin up / spin down) is -5.29 / -4.55 eV.

```
59
C22H18F12N3O2ReS ωB97M-V with the def2-TZVPD basis set
Re 0.901 -1.147 -0.879
C 1.137 5.816 -1.953
C 0.939 4.421 -1.439
C -0.164 4.083 -0.663
C -0.332 2.793 -0.211
C 0.584 1.784 -0.527
N 0.320 0.474 -0.042
C -0.506 0.352 1.120
C -0.141 1.040 2.269
C -0.934 0.974 3.398
C -2.105 0.224 3.395
C -2.981 0.144 4.612
C -2.443 -0.481 2.241
C -1.652 -0.455 1.100
C -1.974 -1.270 -0.157
O -0.844 -1.951 -0.611
C -2.990 -2.408 0.113
F -4.214 -1.950 0.388
F -3.079 -3.238 -0.921
F -2.579 -3.144 1.164
C -2.547 -0.340 -1.298
F -3.498 -0.932 -2.014
F -1.578 0.018 -2.156
F -3.061 0.782 -0.784
C 1.685 2.094 -1.344
C 1.841 3.413 -1.755
C 2.755 1.095 -1.774
O 2.406 -0.236 -1.575
C 3.055 1.191 -3.302
F 1.901 1.292 -3.974
F 3.682 0.106 -3.735
F 3.814 2.249 -3.611
C 4.041 1.300 -0.928
F 4.481 2.560 -0.956
F 5.024 0.506 -1.337
F 3.761 0.995 0.348
H 0.716 6.550 -1.267
H 2.194 6.041 -2.085
H 0.644 5.941 -2.919
H -0.902 4.832 -0.405
H -1.202 2.554 0.384
H 0.758 1.644 2.261
H -0.647 1.522 4.286
H -2.745 0.937 5.319
H -4.034 0.228 4.344
H -2.847 -0.810 5.125
H -3.354 -1.060 2.257
H 2.703 3.672 -2.353
C 0.195 -5.365 1.609
N 0.945 -4.490 0.717
C 0.729 -4.386 -0.580
N -0.200 -5.125 -1.160
S 1.721 -3.353 -1.572
H 0.586 -5.243 2.614
H 0.324 -6.411 1.322
H -0.859 -5.095 1.608
H 1.724 -3.967 1.081
H -0.764 -5.785 -0.649
H -0.394 -4.984 -2.138
```

Atomic partial charges in e from the natural (NBO) method, atoms 1 to 4: 1.5842 -0.6425 0.0532 -0.1851

***

ORCA calculation (ωB97M-V with the def2-TZVPD basis set) on C43H48FN9O5ReSSe as an isolated structure at a distorted geometry.

As for the spin multiplicity: 2. The calculation puts the max |F| at 2.56 eV/Å. The charge is +2. The value obtained for the HOMO energy (spin up / spin down) is -13.66 / -13.60 eV. The value obtained for the LUMO energy (spin up / spin down) is -8.01 / -7.52 eV.

```
109
C43H48FN9O5ReSSe ωB97M-V with the def2-TZVPD basis set
Re 0.571 0.995 -0.358
C 0.624 2.585 5.270
C 1.194 1.228 4.863
N 2.308 1.381 3.933
C 3.626 1.601 4.550
C 4.454 0.323 4.637
C 2.179 1.371 2.620
S 0.513 1.164 2.011
N 3.270 1.531 1.896
C 3.438 1.611 0.589
O 2.500 1.547 -0.286
C 4.807 1.754 0.090
C 5.896 1.666 0.959
C 7.181 1.711 0.455
C 7.388 1.858 -0.911
C 6.308 1.963 -1.778
C 5.020 1.912 -1.284
H -0.158 2.443 6.013
H 0.197 3.100 4.410
H 1.395 3.219 5.705
H 0.421 0.611 4.407
H 1.575 0.705 5.740
H 3.442 1.985 5.552
H 4.157 2.355 3.972
H 3.850 -0.505 4.999
H 5.287 0.480 5.321
H 4.853 0.059 3.659
H 5.714 1.551 2.018
H 8.025 1.626 1.124
H 8.396 1.899 -1.300
H 6.474 2.076 -2.841
H 4.172 1.992 -1.952
F -0.229 -2.221 1.006
C 1.068 -2.126 0.695
C 1.415 -1.867 -0.582
N 2.714 -1.745 -0.989
C 3.009 -1.334 -2.353
C 2.132 -0.190 -2.928
O 2.362 0.177 -4.048
O 1.116 0.225 -2.207
C 3.764 -1.970 -0.095
O 4.921 -1.899 -0.410
N 3.352 -2.275 1.192
C 2.071 -2.267 1.742
O 1.872 -2.343 2.928
H 0.654 -1.831 -1.342
H 2.892 -2.180 -3.035
H 4.053 -1.029 -2.400
H 4.111 -2.453 1.838
C 0.865 -5.644 -2.331
C 0.425 -4.195 -2.134
C -0.357 -3.684 -3.344
C -1.165 -2.391 -3.152
N -2.148 -2.469 -2.070
C -2.280 -1.641 -1.016
Se -1.692 0.171 -0.912
N -3.297 -2.054 -0.245
C -3.713 -1.491 1.034
C -3.279 -2.388 2.194
C -3.611 -1.771 3.553
C -5.102 -1.498 3.741
C -3.862 -3.177 -0.819
C -4.964 -3.943 -0.450
C -5.323 -4.968 -1.297
C -4.617 -5.220 -2.481
C -3.526 -4.462 -2.852
C -3.145 -3.434 -1.992
H 1.508 -5.959 -1.510
H 1.426 -5.753 -3.259
H 0.006 -6.314 -2.367
H 1.325 -3.597 -1.990
H -0.186 -4.124 -1.228
H -1.030 -4.481 -3.653
H 0.328 -3.505 -4.174
H -1.703 -2.188 -4.081
H -0.522 -1.531 -2.954
H -4.797 -1.381 1.013
H -3.261 -0.504 1.137
H -2.201 -2.554 2.123
H -3.777 -3.357 2.108
H -3.046 -0.843 3.680
H -3.275 -2.467 4.323
H -5.449 -0.688 3.099
H -5.306 -1.210 4.770
H -5.687 -2.393 3.523
H -5.527 -3.739 0.449
H -6.179 -5.581 -1.056
H -4.951 -6.013 -3.134
H -3.029 -4.648 -3.790
N -6.306 7.624 -5.036
C -5.478 7.110 -4.430
C -4.468 6.461 -3.652
C -3.887 5.277 -4.098
C -2.949 4.630 -3.318
C -2.583 5.158 -2.084
C -3.146 6.351 -1.649
C -4.083 7.003 -2.428
N -1.652 4.463 -1.252
C -1.185 4.879 -0.024
C -0.385 3.896 0.456
N -0.356 2.873 -0.463
C -1.121 3.255 -1.484
H -4.173 4.864 -5.055
H -2.513 3.714 -3.690
H -2.877 6.789 -0.700
H -4.521 7.929 -2.087
H -1.433 5.819 0.428
H 0.154 3.855 1.384
H -1.269 2.666 -2.372
```

Atomic partial charges in e from the Mulliken method, atoms 1 to 4: 2.1020 -0.9662 -1.0210 0.3082

***

ORCA calculation (ωB97M-V with the def2-TZVPD basis set) on an isolated ion of composition C9H13ClNS and charge +1 at a distorted geometry.

The calculation puts the max |F| at 5.75 eV/Å. The charge is +1. The value obtained for the HOMO energy is -13.67 eV. The value obtained for the LUMO energy is -5.00 eV.

```
25
C9H13ClNS ωB97M-V with the def2-TZVPD basis set
C -1.201 3.773 1.959
C -1.494 2.832 2.959
C -0.709 3.233 0.768
C 0.439 -2.022 -1.059
C -0.789 -1.217 -1.284
C 1.643 -0.982 -0.774
C -1.155 -0.450 -0.001
C 1.234 0.119 0.215
C -0.145 0.703 0.025
N -0.534 1.727 0.950
S -0.967 1.330 2.495
Cl -0.329 3.954 -0.716
H -1.258 4.779 1.980
H -1.614 2.965 4.009
H 0.520 -2.701 -0.276
H 0.840 -2.607 -1.918
H -0.670 -0.492 -1.996
H -1.647 -1.874 -1.467
H 2.493 -1.464 -0.482
H 1.807 -0.432 -1.778
H -2.152 -0.164 -0.155
H -0.981 -1.280 0.728
H 1.338 -0.459 1.230
H 2.133 0.797 0.177
H -0.204 1.301 -0.898
```

Atomic partial charges in e from the natural (NBO) method, atoms 1 to 4: -0.2780 -0.3602 0.1967 -0.4116

***

ORCA calculation (ωB97M-V with the def2-TZVPD basis set) on a single C2H6BNO molecule at a distorted geometry.

The calculation puts the max |F| at 6.04 eV/Å. The value obtained for the HOMO energy is -8.65 eV. Its SMILES is B1NCCO1. The value obtained for the LUMO energy is 0.84 eV.

```
11
C2H6BNO ωB97M-V with the def2-TZVPD basis set
B -1.497 0.495 -0.412
C 0.761 0.045 0.583
C 0.512 -0.483 -0.911
N -0.497 0.575 0.928
O -0.708 0.128 -1.377
H -2.654 0.732 -0.365
H 1.205 -0.924 1.197
H 1.656 0.660 0.624
H 1.402 -0.160 -1.410
H 0.423 -1.658 -0.754
H -0.602 0.589 1.898
```

Atomic partial charges in e from the natural (NBO) method, atoms 1 to 4: 0.8671 -0.2129 -0.0805 -0.8795

***

ORCA calculation (ωB97M-V with the def2-TZVPD basis set) on a single C4H10FOP molecule at a distorted geometry.

As for the spin multiplicity: 3. The calculation puts the max |F| at 4.58 eV/Å. The value obtained for the HOMO energy (spin up / spin down) is -4.82 / -11.12 eV. The value obtained for the LUMO energy (spin up / spin down) is 0.95 / -1.20 eV.

```
17
C4H10FOP ωB97M-V with the def2-TZVPD basis set
C -1.553 -1.288 -0.295
C -1.521 0.825 0.994
C -0.903 0.088 -0.181
C 2.853 -0.387 0.095
O 0.490 -0.117 0.043
F 4.213 -0.044 0.033
P 1.686 0.690 -0.537
H -2.620 -1.248 -0.518
H -0.849 -1.739 -0.987
H -1.357 -1.703 0.644
H -1.172 0.311 1.813
H -2.562 0.884 1.036
H -1.077 1.772 1.131
H -1.098 0.691 -1.096
H 2.511 -1.377 -0.474
H 1.142 0.793 -1.807
H 1.817 1.849 0.106
```

Atomic partial charges in e from the natural (NBO) method, atoms 1 to 4: -0.6249 -0.6307 0.1152 -0.0841

***

ORCA calculation (ωB97M-V with the def2-TZVPD basis set) on C24H24ClHfN3O7S as an isolated structure.

The calculation puts the max |F| at 0.54 eV/Å. The charge is +2. The value obtained for the HOMO energy is -14.20 eV. The value obtained for the LUMO energy is -6.60 eV.

```
61
C24H24ClHfN3O7S ωB97M-V with the def2-TZVPD basis set
Hf -0.180 0.028 -0.204
O 0.192 0.100 1.978
C -0.207 -0.941 2.952
C -1.578 -0.569 3.469
C -2.549 -0.216 2.336
C -2.761 -1.342 1.362
C -3.716 -2.313 1.624
C -3.950 -3.321 0.705
C -3.222 -3.328 -0.477
C -2.271 -2.354 -0.669
N -2.022 -1.377 0.231
H 1.141 0.298 2.067
H 0.537 -0.944 3.744
H -0.186 -1.902 2.437
H -1.499 0.279 4.149
H -1.963 -1.412 4.048
H -2.205 0.680 1.810
H -3.512 0.057 2.769
H -4.285 -2.258 2.542
H -4.698 -4.078 0.897
H -3.382 -4.078 -1.239
H -1.688 -2.344 -1.579
O 2.443 -1.963 -1.930
Cl 1.079 -2.086 -1.669
O 0.443 -3.181 -2.259
O 0.356 -0.807 -2.098
O 0.793 -2.026 -0.209
C 5.514 3.628 -4.653
C 4.647 3.186 -3.514
C 4.168 1.877 -3.441
C 3.362 1.467 -2.396
C 3.036 2.389 -1.408
C 3.513 3.699 -1.441
C 4.307 4.086 -2.499
S 2.030 1.927 -0.076
O 2.362 2.644 1.109
O 2.016 0.423 0.026
N 0.458 2.018 -0.441
C -0.384 3.133 -0.433
C -0.080 4.446 -0.197
C -1.101 5.420 -0.248
C -2.391 5.081 -0.538
C -2.730 3.725 -0.769
C -4.024 3.282 -1.101
C -4.248 1.945 -1.316
C -3.203 1.039 -1.148
N -1.963 1.399 -0.820
C -1.719 2.750 -0.685
H 5.864 2.783 -5.242
H 6.378 4.183 -4.290
H 4.955 4.293 -5.314
H 4.444 1.164 -4.206
H 3.016 0.445 -2.336
H 3.296 4.386 -0.634
H 4.692 5.097 -2.533
H 0.935 4.744 0.029
H -0.843 6.453 -0.062
H -3.165 5.834 -0.596
H -4.828 4.002 -1.195
H -5.224 1.575 -1.596
H -3.391 -0.017 -1.282
```

Atomic partial charges in e from the natural (NBO) method, atoms 1 to 4: 2.5070 -0.8013 -0.0631 -0.4247

***

ORCA calculation (ωB97M-V with the def2-TZVPD basis set) on a 4-piece molecular cluster, C4H14NO3 overall at a distorted geometry.

The calculation puts the max |F| at 2.38 eV/Å. The charge is +1. The value obtained for the HOMO energy is -13.88 eV. The value obtained for the LUMO energy is -3.51 eV.

```
22
C4H14NO3 ωB97M-V with the def2-TZVPD basis set
C -0.607 -0.075 1.928
C -0.600 0.578 0.604
C -1.359 1.514 0.073
C 1.459 0.984 -0.427
N 0.507 0.159 -0.349
H -1.585 -0.157 2.407
H -0.266 -1.105 2.021
H -0.003 0.553 2.579
H -1.324 2.056 -0.858
H -2.144 1.994 0.645
H 2.289 0.835 -1.087
H 1.669 1.801 0.245
H 0.337 -0.651 -0.970
H -2.390 -0.080 -1.937
H -1.433 0.102 -3.004
O -1.439 -0.153 -2.067
H 2.307 -0.826 1.816
H 2.932 0.294 2.523
O 2.625 0.067 1.637
H -0.023 -3.268 -1.631
H -0.853 -2.304 -2.372
O -0.098 -2.318 -1.774
```

Atomic partial charges in e from the natural (NBO) method, atoms 1 to 4: -0.6830 0.1474 -0.3665 0.1478

***

ORCA calculation (ωB97M-V with the def2-TZVPD basis set) on a 2-piece molecular cluster, CH4OS2 overall at a distorted geometry.

The calculation puts the max |F| at 2.55 eV/Å. The value obtained for the HOMO energy (spin up / spin down) is -8.40 / -8.34 eV. The value obtained for the LUMO energy (spin up / spin down) is -0.97 / -1.11 eV.

```
8
CH4OS2 ωB97M-V with the def2-TZVPD basis set
C -1.358 -1.035 0.289
O -2.409 -0.431 0.628
S 1.236 0.985 -0.031
S -3.055 0.754 -0.313
H -0.797 -1.715 0.906
H -0.685 -0.861 -0.588
H 1.231 0.021 -0.927
H 2.020 1.715 -0.788
```

Atomic partial charges in e from the natural (NBO) method, atoms 1 to 4: 0.1844 -0.4385 -0.2661 -0.0769

***

ORCA calculation (ωB97M-V with the def2-TZVPD basis set) on a single C4H9NO2 molecule at a distorted geometry.

The calculation puts the max |F| at 1.16 eV/Å. The value obtained for the HOMO energy is -8.89 eV. Its SMILES is CNCC(=O)OC. The value obtained for the LUMO energy is 0.98 eV.

```
16
C4H9NO2 ωB97M-V with the def2-TZVPD basis set
C 0.889 -2.227 0.793
N -0.229 -1.383 1.174
C -1.189 -1.025 0.187
C -0.595 0.517 -0.410
O 0.248 0.925 0.359
O -0.938 1.363 -1.418
C -0.224 2.656 -1.315
H 0.552 -3.035 0.139
H 1.303 -2.693 1.697
H 1.702 -1.677 0.294
H 0.171 -0.477 1.437
H -2.147 -0.821 0.678
H -1.399 -1.915 -0.428
H -0.563 3.311 -2.122
H 0.862 2.547 -1.390
H -0.418 3.151 -0.358
```

Atomic partial charges in e from the natural (NBO) method, atoms 1 to 4: -0.4168 -0.6363 -0.2660 0.7589

***

ORCA calculation (ωB97M-V with the def2-TZVPD basis set) on C3H3O2Zn as an isolated structure at a distorted geometry.

As for the spin multiplicity: 2. The calculation puts the max |F| at 2.56 eV/Å. The value obtained for the HOMO energy (spin up / spin down) is -7.61 / -8.34 eV. The value obtained for the LUMO energy (spin up / spin down) is -1.00 / -1.23 eV.

```
9
C3H3O2Zn ωB97M-V with the def2-TZVPD basis set
C 1.624 0.905 0.662
C 0.748 0.884 -0.475
H 1.545 0.174 1.489
H 2.420 0.504 -0.046
H 2.019 1.875 1.020
O -3.121 -1.100 0.563
C -2.963 -1.395 -0.603
Zn -0.298 -0.590 -1.233
O -1.974 -1.258 -1.377
```

Atomic partial charges in e from the natural (NBO) method, atoms 1 to 4: -0.7690 -0.5131 0.2223 0.2977

***

What is the max |F| in the seventh record? 0.54 eV/Å

***

What is the max |F| in the eighth record? 2.38 eV/Å

***

What is the formula in the ninth record? CH4OS2

***

max |F| of number 6 (C4H10FOP)? 4.58 eV/Å